1.
C2H7O | wB97M-V/def2-TZVPD

```
10
Properties=species:S:1:pos:R:3:forces:R:3:lowdin_charge:R:1
O 0.745648 1.190818 1.835932 -0.07 0.19 -0.85 -0.593
H 0.748028 0.997378 2.762536 0.02 -0.14 0.93 -0.219
C 0.136397 -0.898803 -0.233508 -0.33 1.55 0.10 -0.205
C -0.556053 0.317973 -0.959972 1.43 -1.43 0.45 -0.191
H 1.020115 -1.237273 -0.784534 -0.23 -0.30 0.08 0.040
H 0.430220 -0.423384 0.729671 0.27 -0.44 -0.19 0.007
H -0.605983 -1.678882 -0.047292 0.22 -0.24 -0.16 0.036
H -1.070358 -0.068830 -1.841069 -0.71 0.45 0.14 0.032
H 0.231277 0.982819 -1.317227 -0.06 0.17 0.12 0.047
H -1.079292 0.818185 -0.144537 -0.54 0.20 -0.62 0.046
```
Forces are in eV/Å.

Values from the calculation:
- Max |F|: 0.0403 hartree/bohr
- E_HOMO: -2.27 eV
- Kohn-Sham gap: 6.9 eV
- Total charge: -1

2.
C6H10O2 | wB97M-V/def2-TZVPD

```
18
Properties=species:S:1:pos:R:3:forces:R:3:lowdin_charge:R:1
C -1.847396 0.009670 0.665351 1.85 -0.06 -0.65 -0.020
C -0.332291 -0.313133 1.000052 -1.27 -5.91 -1.89 -0.349
C 0.858682 1.512128 0.972802 2.00 -4.62 -3.21 -0.105
C 1.439211 0.908227 -0.097385 -2.09 -0.24 -1.17 0.052
C 0.554056 -0.386603 -0.314398 3.73 0.57 2.14 -0.458
C -0.225731 -0.475332 -1.535039 0.65 -1.72 -2.31 -0.059
H -2.476191 -0.752493 0.100537 1.19 1.21 0.44 0.112
H -2.291193 0.205612 1.599680 -0.77 0.17 1.16 0.051
H -1.627315 1.006974 0.200879 -1.33 -0.78 -0.17 0.097
H -0.173881 -1.353620 1.569394 -0.51 2.19 -1.13 0.195
H 1.184347 2.320817 1.404838 1.27 4.60 2.39 0.070
H 2.164255 1.256396 -0.906560 -1.27 -0.18 1.51 0.133
H 0.300116 -0.080212 -2.453836 -0.09 -0.96 0.90 0.109
H -0.388685 -1.614109 -1.546497 -0.43 1.73 -0.88 0.134
H -1.100689 0.117479 -1.515087 -1.06 0.16 0.11 0.047
H 2.348682 -1.443305 -0.621375 -0.05 0.60 -0.11 0.073
O 0.143348 0.679164 1.744781 -0.19 2.63 2.28 -0.024
O 1.470673 -1.597661 -0.268134 -1.62 0.61 0.56 -0.060
```
Forces are in eV/Å.

Values from the calculation:
- Max |F|: 0.1231 hartree/bohr
- E_HOMO: -8.79 eV
- Kohn-Sham gap: 9.7 eV
- SMILES: C[C@@H]1OC=C[C@@]1(C)O

3.
C6H16NO2S2 | wB97M-V/def2-TZVPD

```
27
Properties=species:S:1:pos:R:3:forces:R:3:lowdin_charge:R:1
O 1.272356 -2.058451 -1.790455 -3.01 -2.43 2.61 -0.399
O -0.772530 -3.482148 -2.047374 0.56 0.14 1.20 -0.343
S -0.729125 -1.892541 0.361159 -1.02 1.33 -0.61 0.755
C -1.099172 -0.389464 -0.768681 -0.35 0.16 1.17 -0.366
C -0.056500 1.022152 1.748111 -2.09 1.84 2.09 0.014
C -1.256721 2.570665 0.150476 -1.28 1.39 1.93 0.005
C 1.157267 2.487900 0.380749 0.30 3.55 -0.21 -0.020
C -0.004654 0.676415 -0.649147 1.17 -1.77 -1.49 -0.234
C 0.968443 -4.250699 -0.169306 0.04 -1.80 -1.14 -0.185
N -0.082908 1.691061 0.404820 0.48 -1.00 0.40 -0.371
S 0.207070 -2.952105 -1.120071 3.24 1.61 -3.97 0.430
H -1.265045 -0.670024 -1.817109 0.69 -0.42 0.32 0.099
H -2.093586 0.070880 -0.552635 0.62 -0.66 0.54 0.100
H 0.792445 1.383423 2.295077 0.38 0.34 0.18 0.092
H -0.966651 1.450629 2.300105 1.24 -1.26 -0.57 0.146
H 0.051511 -0.046500 1.784902 -0.53 -0.30 -0.65 0.039
H -2.183779 2.220316 0.602582 0.25 -0.88 0.12 0.106
H -1.527098 2.689882 -0.885171 0.75 0.21 -0.46 0.115
H -1.163695 3.540178 0.713087 0.48 -0.76 -0.97 0.135
H 2.097094 1.992307 0.601528 -0.40 -0.75 0.02 0.117
H 1.024614 3.319721 1.171590 0.26 -1.28 -1.34 0.147
H 1.260417 2.974007 -0.618574 -0.16 -0.31 0.73 0.132
H 1.033461 0.267585 -0.681499 -0.91 -0.19 0.47 0.146
H -0.042117 1.191295 -1.568066 -0.10 1.00 -1.15 0.121
H 1.181593 -5.159226 -0.809201 -0.51 1.27 0.23 0.114
H 1.866205 -4.063488 0.353058 1.20 1.20 0.06 0.059
H 0.331106 -4.583767 0.610047 -1.29 -0.23 0.48 0.047
```
Forces are in eV/Å.

Values from the calculation:
- Max |F|: 0.1045 hartree/bohr
- E_HOMO: -13.14 eV
- Kohn-Sham gap: 10.3 eV
- Total charge: +1
- SMILES: C[N+](C)(C)CCSS(C)(=O)=O

4.
C2HF3NO3 | wB97M-V/def2-TZVPD

```
10
Properties=species:S:1:pos:R:3:forces:R:3:lowdin_charge:R:1
C 0.994029 -1.153574 -0.026382 -0.25 0.76 -0.81 -0.764
C -0.611333 1.335271 0.742799 0.05 -0.39 -0.51 -0.408
N 0.720389 -0.001348 -0.988482 0.28 0.93 1.40 0.018
O 0.292600 -2.144990 -0.335273 -0.62 -0.91 -0.11 -0.042
O 1.835697 -0.971437 0.820642 0.55 0.07 0.60 0.007
O -0.160512 -0.414938 -1.833738 -0.86 -1.21 -0.41 -0.117
F -0.701485 0.811021 1.976028 0.05 0.18 -0.27 0.079
F -0.177656 2.605660 0.850924 -0.06 -0.32 0.00 0.068
F -1.861496 1.374151 0.219495 0.44 -0.02 0.16 0.055
H -0.330233 -1.439817 -1.426014 0.42 0.92 -0.03 0.104
```
Forces are in eV/Å.

Values from the calculation:
- Max |F|: 0.0330 hartree/bohr
- E_HOMO (spin up / spin down): -4.14 / -4.94 eV
- Kohn-Sham gap (spin up / spin down): 7.6 / 9.0 eV
- Total charge: -1

5.
C4H14N3 | wB97M-V/def2-TZVPD

```
21
Properties=species:S:1:pos:R:3:forces:R:3:lowdin_charge:R:1
C 0.400553 -1.695469 -0.617880 -0.74 -1.89 -0.55 -0.251
C -0.284348 -2.849048 -0.849890 0.23 0.31 -0.20 0.023
N 1.282454 -1.495305 0.488763 0.95 0.01 1.06 -0.016
H 0.219590 -0.809319 -1.214114 0.55 -0.19 -0.55 0.070
H -0.647274 -3.115067 -1.888508 -0.20 0.92 1.56 0.083
H -0.492282 -3.619317 -0.061866 0.94 0.56 -0.86 0.073
H 1.375035 -2.329921 1.078095 -0.35 0.26 -0.25 0.118
H 2.266571 -1.278661 0.250110 -0.87 -0.22 -0.56 0.129
H 0.933680 -0.123338 1.205984 -1.26 -0.72 0.23 0.086
C -0.695994 1.273611 0.794951 -0.67 0.74 0.40 -0.156
C -0.193814 1.916347 -0.508276 0.87 -0.62 -0.26 -0.267
N -0.957639 1.271016 -1.582584 -0.56 0.52 -0.36 -0.020
N 0.374044 0.700575 1.692138 0.83 0.52 -2.18 0.147
H -1.205265 2.074989 1.345249 0.10 -0.43 0.25 0.126
H -1.457193 0.499315 0.564587 0.81 0.21 0.26 0.133
H -0.272046 3.019016 -0.467423 -0.10 -0.45 0.07 0.117
H 0.909875 1.702534 -0.655207 -1.10 0.09 0.03 0.129
H -0.746987 1.682336 -2.490276 0.12 -0.08 0.18 0.087
H -1.978808 1.418760 -1.467500 0.94 -0.08 0.07 0.100
H 1.147467 1.335801 1.811129 -0.05 0.94 0.49 0.150
H 0.022381 0.421144 2.572517 -0.43 -0.40 1.18 0.140
```
Forces are in eV/Å.

Values from the calculation:
- Max |F|: 0.0465 hartree/bohr
- E_HOMO: -12.47 eV
- Kohn-Sham gap: 9.4 eV
- Total charge: +1

6.
C22H41BrNP3SeW | wB97M-V/def2-TZVPD

```
70
Properties=species:S:1:pos:R:3:forces:R:3:mulliken_spin:R:1
W 0.093877 -0.051200 -0.070228 2.45 1.08 -0.73 2.077
P -1.249182 -0.495524 1.804074 -2.68 0.17 2.19 -0.028
P 1.399047 -2.079599 -0.524864 1.03 -2.59 -0.01 -0.008
P -1.633886 -0.693813 -1.556272 -2.26 -0.56 -1.28 -0.105
H 1.170341 2.173382 -1.395016 -0.08 -0.23 0.27 0.007
C 0.178576 1.703923 -1.363820 -1.50 1.01 1.08 -0.111
C -0.683350 2.052065 -0.191841 0.72 0.32 -0.79 -0.077
H -0.261598 2.707831 0.579699 -0.30 -0.27 -0.26 0.006
C -0.744401 0.096713 3.460546 0.33 0.17 -0.09 0.027
C -1.553592 -2.277120 2.165292 0.35 0.06 -0.42 0.016
C -2.946879 0.188235 1.774655 0.00 -0.05 -0.02 0.021
C 2.387496 -1.870153 -2.027412 0.06 0.54 -0.63 -0.001
C 2.677835 -2.701758 0.612446 0.25 0.05 0.26 0.016
C 0.496648 -3.625797 -0.892616 -0.09 -0.11 -0.05 0.017
C -2.886596 0.593977 -1.905588 -0.14 0.06 -0.17 0.027
C -2.743787 -2.111151 -1.209850 0.02 -0.19 -0.21 0.029
C -1.037166 -1.050102 -3.240801 -0.03 -0.23 -0.45 0.025
H -0.292729 1.733192 -2.354530 -0.04 -0.29 0.36 0.040
H -1.763750 2.146259 -0.336607 0.50 0.07 0.02 0.008
H -0.528443 1.176504 3.425969 -0.11 -0.37 0.13 0.001
H 0.141182 -0.446020 3.825456 -0.44 0.23 0.05 0.001
H -1.614810 -0.097371 4.115702 0.54 0.13 -0.19 0.001
H -0.596371 -2.792660 2.349421 -0.41 0.06 0.08 0.001
H -2.084793 -2.771148 1.337108 0.17 0.14 0.44 -0.005
H -2.172393 -2.280545 3.081029 0.29 -0.17 -0.38 -0.001
H -2.895361 1.285601 1.697600 -0.10 -0.39 0.12 0.002
H -3.385420 -0.108997 2.744903 -0.09 0.25 -0.53 0.000
H -3.547500 -0.213300 0.945680 0.16 0.15 0.40 -0.004
H 2.942710 -2.789506 -2.257152 -0.13 0.17 0.17 0.000
H 3.102978 -1.050810 -1.897201 0.09 -0.13 0.03 0.002
H 1.738449 -1.642202 -2.880572 0.06 -0.18 0.11 -0.006
H 3.211536 -3.525157 0.113997 -0.22 0.19 0.14 0.003
H 2.230055 -3.083335 1.538932 0.14 0.04 -0.19 0.001
H 3.408944 -1.922619 0.860741 -0.16 -0.18 -0.02 -0.001
H 1.252477 -4.404726 -1.065729 -0.20 0.13 0.06 0.001
H -0.123613 -3.545721 -1.791367 0.11 0.00 0.22 -0.002
H -0.125429 -3.924513 -0.041427 0.11 0.03 -0.17 0.001
H -3.577022 0.173815 -2.654759 0.17 0.21 0.27 0.002
H -2.431217 1.503679 -2.313733 -0.17 -0.22 0.05 0.002
H -3.454841 0.858129 -1.004569 0.13 -0.11 -0.28 -0.003
H -3.393467 -2.241705 -2.093151 0.21 -0.02 0.37 0.000
H -3.383484 -1.912271 -0.339843 0.19 -0.02 -0.29 0.000
H -2.187136 -3.040827 -1.038789 -0.21 0.24 -0.06 -0.006
H -1.922931 -1.116937 -3.894884 0.42 -0.03 0.09 0.001
H -0.491283 -1.999365 -3.287881 -0.21 0.14 -0.02 -0.004
H -0.373482 -0.256797 -3.611975 -0.28 -0.08 0.11 -0.005
C 2.435095 2.357962 -5.156753 -0.13 -1.14 1.01 0.166
C 1.837008 3.398279 -4.420640 -1.01 2.23 0.68 -0.034
C 1.648637 4.663755 -4.979067 -0.37 -1.12 1.63 0.084
C 2.110535 4.934728 -6.282663 -0.33 0.52 0.12 0.128
C 2.778072 3.929643 -7.003167 0.74 -1.71 -0.33 0.113
C 2.950044 2.655756 -6.445350 0.47 0.49 -1.69 -0.057
Se 2.441880 0.627093 -4.362125 0.24 1.21 -0.67 -0.408
H 1.864350 0.881463 -2.959562 0.29 0.40 -1.18 0.005
H 1.495848 3.192208 -3.403683 0.06 0.28 -0.33 0.016
H 1.136348 5.432551 -4.385261 0.31 -0.30 -0.37 0.002
H 1.945824 5.929151 -6.717726 0.15 -0.39 0.11 -0.004
H 3.156194 4.165451 -8.009317 -0.11 -0.33 0.52 0.004
H 3.474478 1.884727 -7.011023 -0.14 0.21 0.02 0.001
Br 3.665755 -0.889995 4.451810 -0.39 0.62 -0.78 -0.001
C 3.089145 0.333958 3.086604 -0.15 -1.10 0.65 -0.011
C 3.635500 1.606038 3.007734 -0.19 0.31 -0.52 0.027
C 3.164803 2.447441 1.998867 -0.57 -0.13 -0.46 -0.009
C 2.187208 1.992506 1.102789 0.47 -0.23 0.95 0.038
N 1.646379 0.747488 1.199795 1.08 0.18 0.81 -0.067
C 2.091404 -0.071612 2.201864 0.37 0.85 -0.09 0.030
H 4.397122 1.932393 3.707156 -0.06 -0.02 -0.03 0.000
H 3.507348 3.475302 1.898012 0.08 -0.26 0.08 0.000
H 1.793301 2.657619 0.338773 0.20 -0.22 0.24 0.005
H 1.613782 -1.049162 2.316059 0.33 0.39 -0.14 0.002
```
Forces are in eV/Å.

Values from the calculation:
- Max |F|: 0.0674 hartree/bohr
- E_HOMO (spin up / spin down): -19.11 / -18.82 eV
- Kohn-Sham gap (spin up / spin down): 2.5 / 2.3 eV
- Spin multiplicity: 3
- ⟨S²⟩: 2.27
- Total charge: +4

7.
C6H10O2 | wB97M-V/def2-TZVPD

```
18
Properties=species:S:1:pos:R:3:forces:R:3:lowdin_charge:R:1
C -0.202897 -0.825600 -0.274296 -0.79 2.51 0.60 -0.255
C -0.990826 -1.372702 0.908781 -0.07 -0.27 -0.22 -0.069
C -0.571477 0.892561 -0.364623 -1.10 -2.40 -1.98 -0.384
C 1.968964 -0.208292 0.691623 -0.10 -0.60 -1.91 -0.237
C 1.253018 -0.968207 -0.178628 1.05 0.24 0.56 -0.110
C -0.201671 1.503968 -1.496841 0.45 0.19 0.62 0.083
O -1.679757 1.264472 0.350440 0.05 -0.12 0.23 0.019
O 1.426260 0.774605 1.377618 -2.96 1.14 -0.53 -0.030
H -2.147727 1.972418 -0.108266 0.10 0.06 0.03 0.112
H 0.458536 1.009072 0.816389 3.35 -0.64 1.91 0.139
H -0.586004 -1.230086 -1.211425 -0.03 0.20 0.06 0.130
H 3.056869 -0.219868 0.689250 -0.07 -0.16 0.24 0.117
H 1.772903 -1.588992 -0.892573 0.10 -0.20 0.17 0.097
H -2.053497 -1.148897 0.809457 0.07 -0.01 0.05 0.076
H -0.867782 -2.458497 0.924693 0.01 0.06 0.10 0.085
H -0.627387 -0.962848 1.848251 0.03 -0.01 0.04 0.085
H 0.652164 1.144081 -2.051958 -0.05 -0.15 -0.03 0.074
H -0.659688 2.422814 -1.837891 -0.02 0.16 0.06 0.069
```
Forces are in eV/Å.

Values from the calculation:
- Max |F|: 0.0759 hartree/bohr
- E_HOMO: -8.40 eV
- Kohn-Sham gap: 8.8 eV
- SMILES: C=C(O)[C@H](C)/C=C\O

Values of ΔE to the lowest compared entry with this formula, charge and spin, in order: 0.182, 2.891, 0.966, 2.666, 2.226, 0.080, 2.920, all in eV.